Record 1
C31H49ClMnP2 | the ωB97M-V functional and the def2-TZVPD basis

Results
HOMO level (alpha / beta)	-9.29 / -9.18	eV
energy relative to the best compared isomer or geometry (same formula, charge and spin)	389.3	kJ/mol
total charge	+1
spin multiplicity	5

Cartesian coordinates (Å):
Mn (-0.435, 0.312, -3.210)
C (-0.541, -2.632, 2.415)
C (0.788, -2.615, 1.932)
C (0.690, -1.273, 3.808)
C (-0.610, -1.809, 3.568)
C (1.562, -1.783, 2.791)
C (-1.677, -3.427, 1.876)
H (-1.317, -4.187, 1.172)
H (-2.416, -2.802, 1.351)
H (-2.219, -3.947, 2.679)
C (-1.808, -1.620, 4.402)
H (-2.585, -1.059, 3.858)
H (-1.584, -1.079, 5.327)
H (-2.241, -2.596, 4.670)
C (1.060, -0.422, 4.951)
H (0.876, -0.939, 5.908)
H (0.474, 0.511, 4.967)
H (2.121, -0.148, 4.906)
C (3.019, -1.540, 2.738)
H (3.557, -2.144, 3.488)
H (3.298, -0.493, 2.930)
H (3.410, -1.825, 1.752)
C (1.284, -3.413, 0.775)
H (1.912, -4.249, 1.118)
H (1.879, -2.812, 0.075)
H (0.451, -3.854, 0.212)
C (-1.670, 0.862, -4.457)
C (-1.774, -0.601, -4.150)
C (-1.233, -1.639, -5.117)
C (0.335, -1.656, -5.075)
C (0.864, -0.770, -3.940)
C (1.121, 0.688, -4.133)
C (0.674, 1.479, -5.359)
C (-0.886, 1.465, -5.608)
H (-1.624, -1.430, -6.126)
H (0.734, -1.367, -6.057)
H (-1.639, -2.624, -4.829)
H (-1.119, 1.015, -6.597)
H (-2.558, 1.430, -4.142)
H (-2.836, -0.883, -3.796)
H (-1.205, 2.517, -5.657)
H (1.000, 2.523, -5.183)
H (1.996, 1.076, -3.580)
H (1.191, 1.163, -6.280)
H (0.672, -2.679, -4.871)
H (1.545, -1.259, -3.214)
P (-3.076, -2.415, -2.336)
P (2.312, 1.195, 0.848)
C (0.068, 1.044, -1.329)
C (1.247, 1.792, -0.674)
H (-0.415, 0.374, -0.603)
H (-0.678, 1.832, -1.620)
H (1.960, 2.068, -1.469)
H (0.832, 2.738, -0.272)
C (3.120, 2.758, 1.351)
H (3.878, 2.496, 2.104)
H (2.372, 3.409, 1.825)
H (3.586, 3.270, 0.500)
C (3.604, 0.399, -0.206)
H (4.097, 1.161, -0.821)
H (3.147, -0.358, -0.861)
H (4.354, -0.103, 0.417)
C (-3.615, -0.934, -1.353)
H (-4.247, -1.386, -0.572)
H (-4.230, -0.255, -1.960)
H (-2.802, -0.351, -0.881)
C (-1.372, -2.256, -1.646)
H (-0.863, -1.285, -2.042)
H (-0.739, -3.139, -1.884)
H (-1.494, -2.202, -0.544)
Cl (-1.051, 4.441, 0.478)
C (-0.886, 3.848, 2.066)
C (-0.214, 4.587, 3.020)
C (-0.029, 4.078, 4.324)
C (-0.544, 2.817, 4.654)
C (-1.238, 2.071, 3.716)
C (-1.445, 2.540, 2.378)
C (-2.077, 1.731, 1.438)
H (0.159, 5.579, 2.767)
H (0.494, 4.671, 5.063)
H (-0.419, 2.433, 5.667)
H (-1.652, 1.091, 3.980)
H (-2.307, 0.704, 1.727)
H (-2.372, 2.091, 0.462)

Record 2
C31H49MgN2O2P2 | the ωB97M-V functional and the def2-TZVPD basis

Results
HOMO level (alpha / beta)	-7.26 / -7.26	eV
total charge	+1
spin multiplicity	1

Cartesian coordinates (Å):
C (0.518, 2.250, -0.956)
C (0.712, 1.756, 1.348)
C (0.647, 3.616, -0.670)
C (1.173, 3.040, 1.641)
C (1.098, 3.983, 0.613)
H (0.348, 4.384, -1.383)
H (1.694, 3.213, 2.599)
H (1.328, 5.005, 0.872)
N (0.640, 1.339, 0.023)
P (0.896, 0.156, -2.884)
P (-0.046, -0.616, 3.062)
C (0.207, 1.866, -2.361)
H (-0.895, 1.774, -2.397)
H (0.479, 2.650, -3.100)
C (1.073, -3.039, -1.416)
O (1.271, -4.097, -1.829)
C (-0.105, 1.007, 2.312)
H (-0.518, 1.728, 3.083)
C (-1.528, -0.824, 4.211)
C (1.398, -1.704, 3.310)
C (-0.563, -0.502, -3.912)
C (2.349, 0.706, -3.955)
C (-2.304, -2.053, 3.718)
H (-1.658, -2.925, 3.532)
H (-3.026, -2.340, 4.497)
H (-2.848, -1.853, 2.792)
C (-0.965, -1.065, 5.623)
H (-0.319, -1.953, 5.717)
H (-0.408, -0.187, 5.983)
H (-1.826, -1.203, 6.291)
C (-2.511, 0.362, 4.323)
H (-3.147, 0.135, 5.202)
H (-1.988, 1.334, 4.481)
H (-3.181, 0.470, 3.447)
C (0.755, -3.114, 3.400)
H (0.071, -3.271, 2.531)
H (1.549, -3.889, 3.407)
H (0.136, -3.261, 4.287)
C (2.324, -1.735, 2.090)
H (1.828, -2.253, 1.251)
H (2.608, -0.741, 1.734)
H (3.235, -2.281, 2.370)
C (2.158, -1.121, 4.535)
H (1.594, -1.206, 5.477)
H (3.125, -1.645, 4.621)
H (2.364, -0.034, 4.387)
C (2.842, -0.456, -4.792)
H (3.763, -0.141, -5.277)
H (3.047, -1.350, -4.213)
H (2.138, -0.683, -5.587)
C (3.447, 1.231, -3.002)
H (3.167, 2.166, -2.476)
H (3.728, 0.485, -2.246)
H (4.354, 1.442, -3.597)
C (2.041, 1.872, -4.899)
H (2.947, 2.055, -5.493)
H (1.250, 1.627, -5.609)
H (1.778, 2.816, -4.404)
C (-1.762, -0.699, -2.964)
H (-2.077, 0.237, -2.456)
H (-2.607, -1.059, -3.589)
H (-1.569, -1.454, -2.174)
C (-0.233, -1.908, -4.492)
H (-0.014, -2.633, -3.682)
H (-1.126, -2.258, -5.052)
H (0.616, -1.888, -5.197)
C (-0.949, 0.500, -4.999)
H (-1.081, 1.508, -4.607)
H (-0.241, 0.523, -5.828)
H (-1.911, 0.204, -5.434)
Mg (0.896, -0.816, -0.515)
N (-0.281, -1.234, 1.166)
C (-0.878, -0.058, 1.541)
C (-2.302, 0.263, 1.111)
C (-3.215, -0.667, 0.534)
C (-2.637, 1.626, 1.202)
C (-4.513, -0.220, 0.221)
H (-2.844, -1.655, 0.166)
C (-3.927, 2.033, 0.863)
H (-1.820, 2.324, 1.399)
C (-4.876, 1.122, 0.401)
H (-5.253, -0.935, -0.161)
H (-4.150, 3.101, 0.956)
H (-5.882, 1.467, 0.188)
O (3.081, -0.238, -0.358)
H (3.908, -0.760, -0.456)
H (3.404, 0.647, -0.096)

Record 3
C31H49N2O2P2Pt | the ωB97M-V functional and the def2-TZVPD basis

Results
HOMO level (alpha / beta)	-14.12 / -17.84	eV
total charge	+3
spin multiplicity	5

Cartesian coordinates (Å):
C (0.072, 2.490, 1.913)
C (-0.212, 3.049, -0.374)
C (0.040, 3.843, 2.269)
C (-0.228, 4.420, -0.064)
C (-0.126, 4.817, 1.271)
H (0.165, 4.127, 3.317)
H (-0.318, 5.154, -0.869)
H (-0.150, 5.879, 1.535)
N (-0.101, 2.111, 0.613)
P (1.286, -0.015, 2.045)
P (-1.159, 0.909, -1.929)
C (0.368, 1.393, 2.905)
H (0.881, 1.802, 3.793)
H (-0.577, 0.924, 3.242)
C (-0.142, 2.510, -1.769)
H (-0.384, 3.286, -2.511)
C (-0.780, 0.285, -3.718)
C (-2.989, 1.460, -1.812)
C (3.110, 0.559, 1.929)
C (1.150, -1.456, 3.299)
C (0.141, -0.954, -3.648)
H (-0.424, -1.852, -3.353)
H (0.555, -1.123, -4.659)
H (0.972, -0.832, -2.941)
C (-2.081, -0.181, -4.406)
H (-2.527, -1.043, -3.882)
H (-2.836, 0.614, -4.493)
H (-1.827, -0.510, -5.431)
C (-0.096, 1.380, -4.562)
H (-0.268, 1.164, -5.633)
H (-0.493, 2.387, -4.356)
H (0.994, 1.392, -4.401)
C (-3.902, 0.217, -1.915)
H (-3.333, -0.708, -1.734)
H (-4.684, 0.291, -1.136)
H (-4.407, 0.135, -2.888)
C (-3.217, 2.079, -0.413)
H (-2.685, 1.526, 0.375)
H (-2.911, 3.136, -0.373)
H (-4.299, 2.034, -0.191)
C (-3.373, 2.518, -2.865)
H (-2.509, 2.796, -3.494)
H (-4.191, 2.188, -3.524)
H (-3.714, 3.433, -2.346)
C (1.865, -2.691, 2.715)
H (1.317, -3.600, 3.027)
H (1.872, -2.663, 1.612)
H (2.903, -2.789, 3.073)
C (-0.340, -1.814, 3.468)
H (-0.964, -0.934, 3.694)
H (-0.743, -2.299, 2.567)
H (-0.432, -2.517, 4.318)
C (1.712, -1.098, 4.691)
H (1.016, -1.480, 5.462)
H (2.700, -1.536, 4.887)
H (1.781, -0.005, 4.830)
C (3.150, 1.791, 0.999)
H (3.727, 2.624, 1.435)
H (3.646, 1.498, 0.055)
H (2.135, 2.137, 0.751)
C (3.894, -0.584, 1.243)
H (3.299, -0.995, 0.410)
H (4.837, -0.172, 0.836)
H (4.155, -1.394, 1.942)
C (3.768, 0.952, 3.264)
H (3.223, 1.769, 3.770)
H (3.859, 0.104, 3.961)
H (4.790, 1.318, 3.055)
Pt (0.000, 0.000, 0.000)
C (-1.614, -0.482, 0.944)
O (-2.619, -0.873, 1.426)
N (1.572, 0.858, -1.198)
C (1.323, 1.930, -1.852)
C (2.355, 2.677, -2.623)
C (3.445, 1.950, -3.157)
C (2.312, 4.071, -2.842)
C (4.448, 2.592, -3.886)
H (3.468, 0.871, -2.973)
C (3.322, 4.716, -3.571)
H (1.489, 4.667, -2.437)
C (4.392, 3.981, -4.097)
H (5.281, 2.010, -4.295)
H (3.270, 5.800, -3.726)
H (5.179, 4.485, -4.668)
O (0.093, -1.945, -0.564)
H (0.806, -2.440, -0.094)
H (-0.715, -2.392, -0.195)